Entry i
Molecular formula: C3H4OS
Method: DFT, ωB97M-V/def2-TZVPD

Atoms and positions in Å:
C -0.8592 0.9881 -0.5683
C -0.1128 -0.2160 -0.5259
C 0.5342 -0.6021 0.7199
O -1.7942 1.7575 0.1925
S 0.5522 1.2048 -1.5522
H -0.3923 -1.1462 -1.1586
H 1.2674 -1.3717 0.5443
H -0.1736 -1.0176 1.4309
H 0.9782 0.4032 0.9174

LUMO (alpha / beta), Eh: 0.0203 / -0.1249
2S+1: 3
Charge: 0
Gap between HOMO and LUMO (alpha / beta), eV: 7.780 / 6.891

Entry ii
Molecular formula: C3H4OS
Method: DFT, ωB97M-V/def2-TZVPD

Atoms and positions in Å:
C -0.7262 0.8785 -0.0500
C 0.7488 0.7245 -0.0236
C 0.7839 -0.7677 0.0248
O -2.2864 -1.1938 -0.0294
S -2.2282 0.3021 -0.0035
H 1.4293 1.1515 -0.7766
H 1.0582 1.3778 0.9262
H 0.1531 -1.2174 0.8123
H 1.0675 -1.2554 -0.8803

LUMO (alpha / beta), Eh: -0.0034 / -0.0649
2S+1: 3
Charge: 0
Gap between HOMO and LUMO (alpha / beta), eV: 7.927 / 7.611

The least stable of them is entry ii.

Entry i
Molecular formula: C4H5NS2
Method: DFT, ωB97M-V/def2-TZVPD

Atoms and positions in Å:
C -0.1674 -1.7797 -0.1204
C 1.1878 -1.6340 0.0432
C -0.7718 -0.5534 -0.1290
C -0.1471 1.8333 0.0353
N 0.1777 0.5333 -0.2411
S -2.3926 -0.1627 -0.0042
S 1.7577 -0.0550 0.0349
H -0.8927 -2.5161 0.1156
H 1.8547 -2.4702 0.0555
H -1.2403 2.1923 0.0294
H 0.3560 2.1212 0.9622
H 0.2781 2.4911 -0.7814

LUMO, Eh: -0.0080
Charge: 0
Gap between HOMO and LUMO, eV: 7.727

Entry ii
Molecular formula: C4H5NS2
Method: DFT, ωB97M-V/def2-TZVPD

Atoms and positions in Å:
C 2.2732 -0.1033 0.0005
C 0.0292 0.7785 0.0000
C -1.3209 0.6877 -0.0076
C -2.1140 -0.4991 -0.0050
H 2.5724 0.9314 0.0113
H 0.4970 -1.2184 -0.0049
H 0.4809 1.7662 -0.0122
H -1.8446 1.6342 0.0132
H -3.2024 -0.3193 0.0074
N 0.9066 -0.2687 0.0008
S 3.3500 -1.3176 -0.0030
S -1.6274 -2.0716 -0.0005

LUMO, Eh: -0.0442
Charge: 0
Gap between HOMO and LUMO, eV: 7.626

The least stable of them is entry i.

Entry i
Molecular formula: C15H22BrNO
Method: DFT, ωB97M-V/def2-TZVPD

Atoms and positions in Å:
Br 4.4386 1.4322 0.1421
C 3.2655 0.0088 -0.0310
C 2.0569 0.3228 -0.6773
C 1.0208 -0.8215 -0.7378
C 1.2726 -2.2087 -0.2996
C 2.4296 -2.3135 0.5262
C 3.3245 -1.3385 0.7029
H 4.3446 -1.3495 0.8964
H 2.6410 -3.1677 0.8089
O 0.4650 -3.1568 -0.1656
C -0.9453 -2.7920 -0.6497
C -1.9310 -2.1650 0.1916
C -3.1873 -2.2435 -0.4355
H -3.1011 -1.4710 -1.2503
C -4.1648 -1.2484 0.4341
N -4.4617 0.0606 0.1404
C -3.1981 0.8000 0.1810
C -3.5124 2.2195 -0.5326
C -4.5965 3.0865 -0.1123
C -5.9156 2.0709 0.0034
C -5.5991 0.7214 0.5239
H -6.5157 0.1316 0.6922
H -5.3908 1.0543 1.7435
H -6.1714 1.8429 -0.9832
H -6.7737 2.6461 0.0942
H -4.8281 3.9118 -0.6232
H -4.5040 3.0772 0.9888
H -3.6038 2.2145 -1.7015
H -2.6703 2.8710 -0.4158
H -2.3394 0.4189 -0.2418
H -2.9874 1.2869 1.1391
H -3.7878 -1.2070 1.4653
H -5.0940 -1.6911 0.6327
H -3.6718 -3.1701 -0.5295
H -1.4202 -1.3652 0.5668
H -1.8695 -2.6447 1.2486
H -0.8499 -2.4931 -1.8212
H -1.2226 -4.0024 -0.5424
H 0.0105 -0.5526 -1.1923
H 1.5573 1.3206 -0.9938

LUMO, Eh: 0.0269
Charge: 0
Gap between HOMO and LUMO, eV: 8.727

Entry ii
Molecular formula: C15H22BrNO
Method: DFT, ωB97M-V/def2-TZVPD

Atoms and positions in Å:
Br -2.4801 -0.3980 -2.1907
C -2.6074 0.1444 -0.3751
C -3.3347 1.2620 -0.0257
C -3.4052 1.6358 1.3072
C -2.7558 0.8796 2.2652
C -2.0298 -0.2467 1.9119
C -1.9366 -0.6304 0.5781
O -1.2501 -1.6868 0.0980
C -0.5188 -2.5194 0.9748
C 0.3466 -3.4414 0.1193
C 1.7042 -2.8499 -0.2673
C 1.6386 -1.5481 -1.0756
C 1.6835 -0.2793 -0.2182
N 2.1055 0.8590 -1.0209
C 1.0513 1.4000 -1.8658
C 0.2781 2.4438 -1.0244
H 0.0410 3.3222 -1.6219
H -0.6587 2.0305 -0.6519
C 1.2308 2.7753 0.1332
H 1.4151 3.8434 0.2307
H 0.8313 2.4125 1.0816
C 2.5168 2.0082 -0.2331
H 3.1493 2.6325 -0.8715
H 3.0975 1.7049 0.6377
H 1.5319 1.8913 -2.7165
H 0.4110 0.6089 -2.2476
H 0.7156 -0.0976 0.2702
H 2.4369 -0.4153 0.5641
H 0.7410 -1.5563 -1.6935
H 2.5004 -1.4988 -1.7434
H 2.2970 -2.6896 0.6369
H 2.2221 -3.6046 -0.8629
H -0.2187 -3.6796 -0.7833
H 0.5145 -4.3692 0.6694
H 0.1117 -1.9222 1.6447
H -1.2220 -3.1056 1.5838
H -1.5393 -0.8256 2.6785
H -2.8113 1.1628 3.3053
H -3.9675 2.5118 1.5889
H -3.8357 1.8356 -0.7903

LUMO, Eh: 0.0306
Charge: 0
Gap between HOMO and LUMO, eV: 9.097

The least stable of them is entry i.

Entry i
Molecular formula: C13H15N3OS2
Method: DFT, ωB97M-V/def2-TZVPD

Atoms and positions in Å:
C 2.2335 -0.1483 1.3749
H 2.4618 0.8982 1.5692
H 2.8292 -0.7618 2.0449
H 1.1817 -0.3210 1.5866
C 2.5456 -0.5034 -0.0758
N 1.7121 0.2735 -0.9754
C 0.8740 -0.2903 -1.8704
O 0.6937 -1.4812 -1.9622
C 0.2072 0.7357 -2.7869
H -0.0981 1.6264 -2.2403
H 0.8880 1.0051 -3.5949
S -1.2508 0.0100 -3.5917
C -2.1427 -0.4316 -2.1637
N -1.7241 0.0616 -1.0098
C -2.3903 -0.3117 0.0839
C -3.4769 -1.1876 0.0009
C -3.8437 -1.5974 -1.2702
N -3.1917 -1.2197 -2.3544
H -4.6900 -2.2511 -1.4364
H -4.0068 -1.5078 0.8829
C -1.9384 0.2567 1.3321
C -0.9946 1.2356 1.5022
C -0.7927 1.5775 2.8511
C -1.5804 0.8563 3.6940
S -2.5886 -0.2506 2.8598
H -1.6317 0.9086 4.7635
H -0.0941 2.3242 3.1837
H -0.4822 1.6847 0.6721
H 1.8349 1.2736 -0.9609
C 4.0195 -0.2710 -0.4016
H 4.6447 -0.8928 0.2327
H 4.2213 -0.5226 -1.4398
H 4.2866 0.7713 -0.2353
H 2.2841 -1.5492 -0.2648

LUMO, Eh: -0.0015
Charge: 0
Gap between HOMO and LUMO, eV: 8.429

Entry ii
Molecular formula: C13H15N3OS2
Method: DFT, ωB97M-V/def2-TZVPD

Atoms and positions in Å:
C 3.4429 1.9789 -0.8055
C 2.9888 0.6094 -1.1849
C 3.3831 -0.0960 -2.2811
S 2.5784 -1.6444 -2.3119
C 1.7752 -1.1878 -0.8110
N 2.0962 -0.0259 -0.3751
N 0.9034 -2.0728 -0.2399
C 0.0876 -1.9195 0.8581
O -0.6126 -2.8427 1.2075
C 0.1118 -0.5802 1.5346
H 1.1338 -0.2472 1.7041
H -0.4608 -0.6142 2.4594
S -0.6328 0.6860 0.4428
C -2.3106 0.7490 1.0633
C -2.9930 -0.4085 1.3941
C -4.2906 -0.3419 1.8715
C -4.9134 0.8882 1.9971
C -4.2426 2.0444 1.6517
C -2.9299 2.0025 1.1797
N -2.2504 3.1665 0.9114
H -2.8056 3.9840 0.7247
H -1.4046 3.0782 0.3727
H -4.7263 3.0060 1.7489
H -5.9282 0.9480 2.3614
H -4.8097 -1.2502 2.1344
H -2.5157 -1.3698 1.2867
H 0.8153 -2.9718 -0.7001
C 4.3317 0.2948 -3.3556
H 3.7983 0.4919 -4.2862
H 5.0475 -0.5041 -3.5431
H 4.8716 1.1924 -3.0658
H 4.4984 1.9749 -0.5359
H 3.2988 2.6745 -1.6296
H 2.8610 2.3123 0.0480

LUMO, Eh: 0.0211
Charge: 0
Gap between HOMO and LUMO, eV: 8.285

The least stable of them is entry i.